# 1
71
Properties=species:S:1:pos:R:3:forces:R:3:mulliken_charge:R:1 method="wB97M-V/def2-TZVPD" energy_ha=-4357.4247 homo_lumo_gap_ev=7.3 total_charge=-1 relative_energy_ev=0.5508 homo_energy_ev=-5.01
Sr -2.164 0.949 -0.619 -1.672 -0.167 -0.097 1.137
I -3.348 0.305 2.623 -0.069 -0.304 -0.431 0.093
C -4.000 -1.644 2.026 0.077 0.229 0.357 0.032
C -4.358 -2.445 3.076 0.050 0.169 0.050 -0.598
C -4.825 -3.749 2.838 -0.033 -0.100 -0.076 -0.535
C -4.930 -4.194 1.553 0.021 0.044 0.077 -0.815
C -4.575 -3.363 0.464 0.038 0.075 0.048 1.065
C -4.719 -3.853 -0.854 0.017 0.005 -0.071 -0.818
C -4.394 -3.060 -1.915 -0.017 -0.091 -0.087 -0.783
C -3.894 -1.759 -1.695 0.070 0.146 0.211 -0.150
C -3.697 -1.203 -0.444 0.025 0.139 0.308 -1.004
C -4.071 -2.033 0.663 -0.153 -0.313 -0.258 0.870
H -4.291 -2.072 4.089 0.018 -0.034 -0.002 0.389
H -5.100 -4.377 3.677 -0.005 -0.016 -0.023 0.369
H -5.291 -5.194 1.336 -0.014 -0.002 0.035 0.307
H -5.090 -4.863 -0.991 -0.006 0.011 -0.040 0.307
H -4.502 -3.431 -2.929 -0.029 -0.014 0.021 0.347
H -3.643 -1.177 -2.582 0.027 -0.041 -0.037 0.278
N -0.194 0.133 -1.280 0.920 0.132 0.008 -1.607
P 1.077 0.531 -0.553 1.763 -0.558 0.204 -0.387
N 1.541 -0.373 0.834 -0.474 0.148 -0.127 1.195
C 2.736 -1.168 1.068 0.110 0.043 -0.094 -0.316
C 2.665 -1.866 2.423 -0.115 -0.068 -0.111 -1.043
C 1.403 -2.729 2.516 -0.002 0.090 0.021 -0.671
C 0.134 -1.921 2.153 0.083 0.070 -0.055 -0.539
C 0.502 -0.472 1.848 0.044 -0.163 -0.037 -0.229
N 1.196 2.106 0.067 -0.442 0.001 -0.194 1.205
C 0.076 3.019 -0.125 0.199 -0.013 -0.039 -0.870
C 0.473 4.448 0.214 -0.027 -0.074 0.147 -1.151
C 0.851 4.548 1.701 0.040 -0.042 -0.034 -0.751
C 1.541 3.256 2.189 -0.010 0.070 -0.135 -0.724
C 2.205 2.537 1.016 0.041 0.010 0.054 -0.577
N 2.563 0.408 -1.442 -0.271 -0.008 0.031 0.206
C 2.620 -0.867 -2.190 0.052 -0.069 -0.031 -0.422
C 3.627 -0.788 -3.330 -0.090 0.125 0.016 -1.005
C 3.157 0.212 -4.397 0.032 0.008 0.054 -0.617
C 2.374 1.358 -3.737 0.036 -0.118 0.051 -0.688
C 2.867 1.563 -2.306 -0.011 -0.049 -0.124 -0.346
H 3.637 -0.545 1.009 -0.020 -0.021 -0.039 0.329
H 2.847 -1.952 0.308 0.017 0.006 0.087 0.059
H 2.679 -1.127 3.228 0.039 0.000 0.026 0.392
H 3.552 -2.492 2.536 0.032 0.045 0.049 0.433
H 1.317 -3.144 3.523 0.007 -0.044 -0.016 0.346
H 1.512 -3.573 1.831 0.002 -0.022 0.019 0.305
H -0.595 -1.946 2.966 -0.031 -0.016 -0.023 0.285
H -0.346 -2.337 1.265 -0.025 -0.011 0.023 0.182
H 0.794 0.034 2.780 -0.027 0.092 -0.058 0.196
H -0.380 0.049 1.471 -0.020 0.016 0.122 -0.275
H -0.772 2.763 0.533 0.016 0.105 0.052 0.239
H -0.271 2.959 -1.161 -0.046 0.024 0.051 0.544
H -0.359 5.113 -0.019 0.005 0.002 -0.025 0.454
H 1.318 4.736 -0.415 0.000 0.004 -0.035 0.313
H -0.052 4.726 2.289 0.014 0.024 0.012 0.306
H 1.506 5.408 1.854 -0.013 0.005 0.009 0.336
H 0.798 2.580 2.618 0.032 -0.034 0.047 0.138
H 2.274 3.477 2.967 -0.010 -0.007 0.013 0.482
H 2.761 1.662 1.350 -0.026 -0.008 0.015 0.262
H 2.927 3.219 0.540 0.051 -0.047 0.002 0.340
H 1.627 -1.124 -2.583 0.016 0.018 -0.027 0.410
H 2.907 -1.671 -1.510 -0.029 0.044 -0.076 0.003
H 3.769 -1.779 -3.765 0.018 -0.012 0.019 0.411
H 4.590 -0.473 -2.918 0.037 -0.049 -0.025 0.317
H 2.527 -0.294 -5.132 0.012 0.000 -0.008 0.337
H 4.025 0.605 -4.935 -0.020 -0.004 -0.031 0.273
H 1.312 1.109 -3.686 -0.012 0.040 -0.019 0.237
H 2.475 2.280 -4.313 -0.021 0.010 0.009 0.472
H 2.405 2.450 -1.878 0.044 0.031 0.078 0.091
H 3.952 1.732 -2.319 -0.018 0.033 0.048 0.346
Se -3.455 3.643 -0.252 -0.146 0.623 1.024 -0.400
C -3.794 3.596 -2.011 -0.168 -0.075 -0.995 0.339
N -4.010 3.546 -3.150 0.071 -0.043 0.083 -0.655

---

# 2
124
Properties=species:S:1:pos:R:3:forces:R:3:mulliken_charge:R:1 method="wB97M-V/def2-TZVPD" energy_ha=-2462.2943 homo_lumo_gap_ev=2.1 total_charge=+2 relative_energy_ev=16.8308 homo_energy_ev=-8.27
Sr -4.965 4.172 1.179 0.317 -0.009 -0.060 1.495
Sr 4.061 -1.827 -1.667 -0.031 0.494 0.228 1.323
C -0.387 0.409 -0.737 -1.334 -0.692 2.083 0.701
O -0.260 -0.749 -1.102 -0.607 -4.476 -1.750 -0.587
O 0.649 1.044 -0.841 4.085 3.899 -0.595 -0.622
O -1.394 0.811 -0.116 -1.772 1.178 0.288 -0.674
C -8.751 2.264 3.292 -0.086 0.373 0.507 -0.832
O -8.268 2.277 1.956 -0.001 -0.749 -0.064 -0.186
C -8.817 1.189 1.161 -0.148 1.015 -0.363 -0.781
C -8.884 1.645 -0.296 -0.793 0.078 0.782 -0.653
N -7.583 1.791 -0.860 1.586 0.469 0.010 -0.146
C -7.581 2.195 -2.256 0.063 0.906 -0.343 -0.929
C -8.079 3.643 -2.440 -0.144 0.311 0.790 -0.637
O -7.469 4.558 -1.500 0.229 -0.231 0.495 -0.205
C -7.817 5.912 -1.785 -0.318 -0.437 -0.698 -0.768
H -8.337 1.488 3.936 0.191 -0.368 -0.303 0.332
H -9.837 2.193 3.351 -0.126 -0.104 -0.275 0.338
H -8.496 3.206 3.777 0.151 0.160 -0.244 0.247
H -9.829 0.993 1.515 -0.047 -0.094 -0.008 0.427
H -8.243 0.265 1.228 0.284 0.011 0.342 0.383
H -9.415 2.596 -0.319 0.041 0.111 0.022 0.266
H -9.486 0.947 -0.878 -0.272 -0.340 0.001 0.440
H -7.079 0.926 -0.730 0.155 -0.134 -0.250 0.293
H -8.204 1.532 -2.856 -0.372 0.051 -0.224 0.379
H -6.602 2.149 -2.733 0.307 -0.231 0.547 0.388
H -9.153 3.699 -2.259 -0.191 -0.022 -0.160 0.370
H -7.875 4.039 -3.434 -0.006 -0.364 -0.255 0.495
H -7.419 6.582 -1.024 0.332 -0.142 -0.203 0.223
H -8.890 6.102 -1.831 -0.321 -0.390 0.346 0.317
H -7.491 6.119 -2.804 0.482 0.544 0.083 0.339
C 6.559 1.807 -2.296 -0.384 -0.335 0.692 -0.841
O 6.965 0.696 -1.490 0.106 0.319 -1.407 -0.170
C 8.290 0.338 -1.847 0.126 -0.910 1.285 -0.644
C 8.767 -0.526 -0.704 0.152 -1.540 0.012 -0.671
N 8.038 -1.839 -0.602 -1.069 0.463 0.649 -0.246
C 8.019 -2.460 0.742 0.221 0.933 0.971 -0.867
C 7.463 -1.604 1.946 -0.105 -0.882 -1.195 -0.651
O 6.240 -0.996 1.597 -0.729 0.428 0.073 -0.177
C 5.700 -0.088 2.553 -0.139 0.155 0.753 -0.863
H 5.598 2.097 -1.871 0.059 0.394 -0.243 0.260
H 6.442 1.544 -3.347 0.005 -0.127 -0.127 0.324
H 7.306 2.596 -2.215 -0.184 0.249 0.014 0.326
H 8.936 1.216 -1.885 -0.016 0.209 -0.097 0.394
H 8.410 -0.216 -2.778 -0.498 0.101 -0.395 0.343
H 8.621 0.062 0.202 0.083 -0.313 0.110 0.265
H 9.815 -0.788 -0.846 0.325 0.491 0.182 0.442
H 8.469 -2.562 -1.160 0.239 0.365 -0.495 0.291
H 9.036 -2.703 1.051 0.350 -0.008 0.194 0.355
H 7.534 -3.435 0.704 -0.422 0.177 -0.221 0.406
H 8.215 -0.878 2.257 -0.049 0.214 0.067 0.402
H 7.257 -2.302 2.758 0.376 -0.063 0.260 0.439
H 4.658 0.137 2.325 0.286 0.345 -0.778 0.282
H 6.318 0.793 2.725 0.024 0.366 -0.826 0.312
H 5.570 -0.394 3.590 0.447 -1.328 0.132 0.359
C -2.590 3.186 4.574 -1.041 -0.693 0.681 -0.792
O -3.244 4.411 4.293 0.808 0.824 0.710 -0.165
C -2.749 5.446 5.187 0.154 0.297 -0.665 -0.733
C -3.066 6.820 4.597 -0.113 -0.378 0.245 -0.883
N -2.645 6.857 3.194 -1.958 -0.674 0.620 -0.077
C -2.934 8.111 2.485 1.251 -0.843 1.041 -0.719
C -2.298 7.973 1.126 0.704 0.177 0.326 -0.664
O -2.573 6.697 0.515 -0.863 0.794 -0.122 -0.176
C -1.837 6.470 -0.678 0.656 -0.410 -0.044 -0.716
H -1.502 3.166 4.509 -0.011 0.365 -0.526 0.312
H -3.077 2.442 3.943 0.454 -0.152 -0.203 0.234
H -2.840 2.893 5.594 0.053 -0.126 0.248 0.346
H -1.671 5.391 5.339 0.480 -0.339 -0.872 0.383
H -3.025 5.325 6.234 -1.110 -0.107 -0.074 0.481
H -2.594 7.556 5.248 0.529 0.267 0.017 0.404
H -4.116 7.085 4.721 -0.300 -0.313 -0.475 0.378
H -1.663 6.627 3.153 0.166 0.114 -0.283 0.178
H -2.370 8.813 3.099 -0.131 1.152 -0.669 0.342
H -3.970 8.450 2.465 -0.214 -0.640 0.151 0.364
H -1.229 8.034 1.333 0.349 -0.178 -0.363 0.376
H -2.542 8.868 0.555 -0.230 -0.341 -0.704 0.444
H -1.932 7.231 -1.453 -0.392 0.195 0.147 0.322
H -2.126 5.500 -1.083 -0.265 0.062 -0.022 0.238
H -0.773 6.364 -0.465 0.162 0.165 0.221 0.267
C 3.395 6.379 1.410 -0.458 -0.326 0.740 -0.554
O 2.189 5.597 1.700 1.075 0.756 -0.467 -0.482
H 4.251 5.803 1.059 -0.234 -0.421 -0.026 0.251
H 3.251 7.192 0.698 -0.438 -0.072 -0.060 0.261
H 3.692 6.809 2.366 -0.062 0.081 -0.075 0.227
H 2.132 4.867 1.079 0.034 -0.032 -0.121 0.298
C -4.440 -4.720 1.278 0.846 -0.382 -0.460 -0.505
O -4.411 -3.936 0.082 -1.108 -0.265 0.140 -0.521
H -3.707 -5.523 1.201 0.488 0.105 0.187 0.231
H -4.271 -4.157 2.197 -0.018 0.161 -0.070 0.241
H -5.356 -5.301 1.376 -0.433 0.673 -0.365 0.238
H -3.657 -3.350 -0.019 0.252 -0.236 0.557 0.316
C 2.314 -3.631 -7.998 -0.696 -0.351 0.218 -1.401
C 2.706 -3.815 -6.534 2.410 -1.214 -0.454 0.258
C 3.480 -5.149 -6.325 -1.903 0.712 0.198 -0.886
O 3.822 -5.352 -4.935 0.201 -0.189 -1.634 -0.235
C 4.176 -6.718 -4.799 0.250 -0.477 0.697 -0.795
N 3.616 -2.712 -6.148 -1.433 0.334 1.064 -0.571
H 1.521 -2.884 -8.010 0.117 0.225 -0.330 0.395
H 1.874 -4.529 -8.432 0.029 -0.122 -0.020 0.390
H 3.149 -3.313 -8.622 -0.001 -0.004 0.088 0.350
H 1.808 -3.864 -5.917 0.189 0.359 0.256 0.305
H 4.279 -5.255 -7.060 0.799 0.283 0.441 0.412
H 2.772 -5.905 -6.664 -0.176 -0.466 0.337 0.396
H 3.311 -7.368 -4.663 -0.339 0.086 -0.285 0.308
H 4.773 -6.878 -3.901 0.122 0.375 0.052 0.259
H 4.759 -7.088 -5.642 0.035 0.095 -0.120 0.317
H 4.440 -2.665 -6.731 -0.002 -0.290 -0.271 0.264
H 3.041 -1.919 -6.392 0.432 0.804 0.117 0.273
C 1.614 -6.638 3.444 -0.984 -0.386 1.139 -1.463
C 2.470 -7.465 2.542 0.213 -0.553 0.911 0.267
C 1.923 -8.892 2.258 -0.565 0.922 0.399 -0.693
O 2.686 -9.552 1.278 -0.062 -0.180 -0.414 -0.327
C 2.112 -10.819 0.979 0.324 -0.775 0.646 -0.774
N 2.565 -6.720 1.318 0.994 -0.473 -0.310 -0.705
H 1.881 -5.588 3.560 0.536 -0.146 -0.378 0.351
H 1.580 -7.045 4.455 -0.274 -0.117 0.045 0.375
H 0.610 -6.634 3.020 -0.337 -0.014 0.205 0.322
H 3.435 -7.632 3.022 0.410 0.312 -0.280 0.315
H 0.910 -8.789 1.869 -0.454 0.094 0.000 0.340
H 1.848 -9.456 3.188 0.191 -0.288 0.151 0.413
H 2.124 -11.404 1.898 -0.045 -0.236 0.142 0.320
H 2.680 -11.395 0.250 0.370 0.563 -0.045 0.275
H 1.078 -10.840 0.635 -0.187 0.751 -0.084 0.323
H 1.597 -6.683 1.030 -0.179 0.195 -0.726 0.299
H 3.019 -7.448 0.785 0.071 0.393 -1.453 0.370

---

# 3
8
Properties=species:S:1:pos:R:3:forces:R:3:mulliken_charge:R:1 method="wB97M-V/def2-TZVPD" energy_ha=-423.6589 multiplicity=3 homo_lumo_gap_ev="7.8 / 12.2" relative_energy_ev=0.0000 homo_energy_ev="-7.04 / -12.53"
C -3.689 -0.158 -0.103 -0.239 0.413 0.971 0.684
N -0.988 0.926 -0.118 -7.248 4.506 -0.627 -0.361
N 0.013 0.287 -0.033 8.887 -5.447 0.745 -0.111
O -3.857 -0.827 -1.042 0.140 -0.200 -0.502 -0.367
F -3.352 -0.594 1.102 0.111 -0.074 -0.208 -0.171
F -3.895 1.132 0.004 -0.042 -0.046 -0.240 -0.164
H 0.029 -0.763 0.003 -0.195 1.262 -0.053 0.239
H 0.979 0.713 0.023 -1.414 -0.413 -0.086 0.250

---

# 4
79
Properties=species:S:1:pos:R:3:forces:R:3:mulliken_charge:R:1 method="wB97M-V/def2-TZVPD" energy_ha=-9631.9889 multiplicity=6 homo_lumo_gap_ev="5.2 / 6.7" total_charge=-2 relative_energy_ev=1.7576 homo_energy_ev="-1.14 / -2.69"
Ru -0.374 0.019 0.222 -0.161 -0.340 0.247 1.442
C 6.846 -0.284 5.449 0.020 -0.005 0.037 -1.634
C 6.086 -0.111 4.161 -0.009 0.019 -0.037 1.302
C 4.697 -0.120 4.143 0.016 -0.022 0.025 -0.771
C 3.991 0.053 2.959 0.033 -0.056 -0.067 0.141
C 4.689 0.225 1.777 -0.047 0.144 0.034 -0.741
C 6.077 0.227 1.766 0.049 -0.026 -0.025 -0.647
C 6.768 0.063 2.955 0.013 -0.007 0.026 -0.635
S 3.786 0.546 0.269 0.120 -0.059 0.247 1.414
O 3.588 1.990 0.291 0.154 -0.083 -0.241 -1.017
O 4.623 0.045 -0.803 -0.036 0.019 0.012 -0.845
N 2.385 -0.154 0.388 0.112 0.025 -0.241 0.661
C 2.297 -1.523 0.321 -0.141 -0.002 -0.204 0.322
C 3.285 -2.456 0.687 -0.025 -0.144 0.001 -1.056
C 2.959 -3.793 0.718 -0.004 0.065 -0.013 -0.642
C 1.673 -4.207 0.380 -0.014 0.040 -0.069 -1.001
C 0.779 -3.237 -0.022 0.016 -0.092 -0.102 -0.201
N 1.092 -1.947 -0.099 0.061 0.285 0.349 0.699
H 6.180 -0.590 6.256 -0.001 0.000 -0.005 0.352
H 7.330 0.649 5.753 -0.006 0.005 -0.009 0.317
H 7.630 -1.038 5.352 -0.003 -0.003 -0.007 0.371
H 4.139 -0.279 5.060 -0.012 0.011 -0.015 0.404
H 2.905 -0.008 2.968 0.014 0.038 0.038 0.217
H 6.600 0.342 0.825 -0.002 0.012 0.001 0.463
H 7.854 0.062 2.951 -0.001 -0.005 -0.001 0.360
H 4.271 -2.132 0.979 0.029 0.045 -0.010 0.438
H 3.706 -4.516 1.025 -0.004 -0.003 0.009 0.385
H 1.370 -5.244 0.425 0.009 -0.001 0.001 0.415
H -0.231 -3.496 -0.311 -0.015 0.002 0.067 0.217
C -1.582 3.492 2.491 -0.087 -0.146 -0.005 -1.245
N -0.141 3.480 2.597 -0.010 0.475 -0.167 0.243
C 0.702 3.328 1.553 0.281 -0.753 0.405 -0.487
Se 0.284 2.930 -0.193 -0.217 0.489 -0.249 -0.345
N 1.954 3.208 2.050 -0.304 0.216 -0.111 0.276
C 1.910 3.196 3.425 0.075 0.158 0.099 0.353
C 2.901 3.083 4.388 -0.035 -0.057 -0.035 -0.592
C 2.501 3.129 5.713 0.052 -0.020 0.007 -0.569
C 1.160 3.294 6.065 -0.050 0.015 0.013 -0.672
C 0.170 3.421 5.103 -0.006 -0.082 -0.041 -0.714
C 0.570 3.371 3.776 -0.001 0.111 0.083 0.755
H -1.860 3.890 1.519 -0.001 -0.007 -0.010 0.384
H -1.989 4.111 3.291 -0.018 0.011 -0.010 0.388
H -1.956 2.469 2.559 0.009 0.036 0.038 0.299
H 2.710 2.888 1.434 0.052 -0.160 0.024 0.344
H 3.935 2.925 4.109 0.011 0.002 -0.002 0.448
H 3.241 3.010 6.495 0.007 0.006 -0.009 0.373
H 0.884 3.299 7.112 -0.009 -0.013 -0.005 0.354
H -0.874 3.504 5.374 0.000 0.007 -0.001 0.337
C -4.086 1.207 -2.130 -0.056 -0.002 -0.019 -0.777
C -3.224 2.151 -1.331 0.185 0.094 0.041 0.329
N -2.808 3.292 -1.987 -0.058 0.024 0.008 -0.412
O -2.965 1.983 -0.156 -0.314 -0.044 -0.023 -0.376
H -3.746 1.135 -3.162 0.013 0.001 0.004 0.308
H -5.116 1.572 -2.116 0.005 -0.002 0.011 0.384
H -4.049 0.225 -1.667 -0.003 -0.008 -0.002 0.003
H -2.630 3.160 -2.970 0.043 -0.013 0.004 0.307
H -2.030 3.718 -1.493 0.025 0.014 -0.037 0.292
Cl -1.110 -2.277 -2.582 -0.011 -0.026 0.042 -0.165
C -2.371 -2.226 -1.360 0.047 0.145 -0.158 1.317
C -2.309 -1.297 -0.334 0.204 0.024 0.117 -2.159
C -3.390 -1.315 0.548 0.002 0.088 0.107 1.598
Cl -3.409 -0.246 1.912 -0.002 -0.034 -0.062 -0.204
C -4.479 -2.169 0.399 -0.007 -0.071 -0.096 -0.134
Cl -5.831 -2.109 1.479 -0.028 0.003 0.042 -0.234
C -4.487 -3.099 -0.639 0.069 0.065 0.004 0.439
Cl -5.818 -4.186 -0.832 -0.044 -0.047 -0.002 -0.243
C -3.414 -3.139 -1.521 -0.120 -0.007 0.041 -0.313
Cl -3.411 -4.316 -2.795 0.000 -0.010 -0.039 -0.243
O -0.612 -1.589 2.036 0.106 -0.231 0.079 -0.568
Se -0.181 -0.520 3.228 -0.269 -0.121 -0.477 0.907
O -1.269 -0.377 4.409 -0.097 0.131 0.117 -0.750
O -0.187 0.862 2.244 0.228 -0.013 -0.052 -0.417
O 1.312 -0.815 3.781 0.063 0.044 0.122 -0.749
C 1.177 0.475 -2.657 -0.023 0.017 0.006 -1.128
C -0.185 0.610 -2.006 0.106 -0.354 0.131 0.118
O -1.140 0.958 -2.674 0.009 0.186 0.037 -0.496
H 1.095 0.614 -3.739 0.024 0.007 -0.008 0.394
H 1.598 -0.503 -2.418 -0.005 -0.009 -0.014 0.170
H 1.849 1.217 -2.220 -0.004 -0.005 0.001 0.141

---

# 5
12
Properties=species:S:1:pos:R:3:forces:R:3:mulliken_charge:R:1 method="wB97M-V/def2-TZVPD" energy_ha=-1716.4766 multiplicity=6 homo_lumo_gap_ev="8.6 / 3.1" total_charge=+4 homo_energy_ev="-29.07 / -29.05"
O 2.853 1.604 -0.390 -1.505 -1.151 -2.593 -0.126
C 3.370 2.013 0.537 1.602 1.156 2.322 0.300
Fe 1.774 0.930 -1.958 1.328 1.177 -0.446 1.646
C -1.362 -1.313 0.131 0.865 0.234 1.021 -0.254
C -0.045 -0.900 -0.394 0.026 0.095 -0.022 0.471
O 0.157 0.323 -0.355 0.091 0.068 0.130 -0.352
C -1.167 0.881 0.854 -0.302 0.851 0.541 0.626
O -1.805 -0.207 0.939 -0.304 -1.229 -0.525 0.155
O -1.134 1.945 1.297 0.226 0.553 -0.135 0.225
H -1.283 -2.213 0.759 -0.836 -0.704 0.510 0.418
H -2.082 -1.458 -0.692 -1.012 -0.587 -0.486 0.403
H 0.724 -1.605 -0.730 -0.182 -0.463 -0.317 0.490

---

# 6
6
Properties=species:S:1:pos:R:3:forces:R:3:mulliken_charge:R:1 method="wB97M-V/def2-TZVPD" energy_ha=-550.6960 homo_lumo_gap_ev=7.6 relative_energy_ev=2.5094 homo_energy_ev=-9.31 smiles="O=CC=S"
O -1.491 -1.094 -1.109 4.618 3.172 2.622 -0.416
C -0.805 -0.276 -0.437 -3.248 1.735 0.539 0.309
C 0.743 0.181 0.104 1.824 -1.535 0.720 -0.237
S 1.782 1.448 0.658 -3.264 -2.239 -1.917 -0.108
H -1.388 0.527 0.275 0.576 -1.854 -1.470 0.198
H 1.158 -0.787 0.509 -0.505 0.721 -0.493 0.254